Here is a structure of composition C25H34As2Br2FeN2O13 from the Open Molecules 2025 dataset. Energies are from ωB97M-V/def2-TZVPD.

Values from the calculation:
**Frontier orbital gap (spin up / spin down)**: 0.2073 / 0.2893 Ha
**2S+1**: 5
**E_HOMO (spin up / spin down)**: -5.986 / -8.105 eV
**LUMO energy (spin up / spin down)**: -0.3 / -0.2 eV

Positions of all 79 atoms, in Å:
Br -2.2716 -0.2002 0.4349
Br -0.8134 -2.9822 0.2536
As -2.4930 0.5479 4.4592
As 0.5957 0.9879 2.4687
Fe 0.4844 -0.3728 0.3859
O -2.4422 4.0463 4.9864
O -1.3244 4.5536 2.2772
O 0.1790 -1.3506 6.3688
O -1.7773 2.5331 -0.2050
O -3.8612 3.4668 3.3995
O -1.7589 -2.3187 5.9249
O 1.0704 -0.7831 -1.5537
O 0.8366 5.5671 -2.1853
O 1.5895 -1.6328 1.9735
O 2.3106 1.1692 -1.5064
O 0.6810 3.7867 1.6167
O 3.1678 -0.7631 -0.6894
O 0.5251 -2.8910 3.5634
N 0.2621 1.7866 -0.8483
N -0.5112 3.9636 -1.3748
C -2.6966 3.3422 4.0487
C -2.4853 1.1132 6.3363
C 1.6386 2.9807 -3.7134
C -2.5331 -2.8637 4.8578
C 3.1046 3.8205 -1.7785
C -4.0649 2.7707 2.1606
C -0.7244 2.3514 2.8661
C -0.9365 -0.5665 4.4423
C 3.2517 4.0203 -0.2782
C -1.7907 2.2085 3.6602
C 4.2012 0.0071 -0.0710
C 0.6800 4.4028 -1.9124
C -0.7525 -1.4493 5.6148
C -1.0549 5.8605 1.7521
C -0.0146 -0.5782 3.3778
C 2.0124 -0.1471 -1.0301
C -0.3802 3.6200 2.1834
C 2.3953 -2.7810 1.6849
C -0.7354 2.7449 -0.7805
C 1.7104 3.3264 -2.1935
C 2.1368 4.0783 -4.6437
C 0.6611 -1.7916 3.0735
C 1.3472 2.0619 -1.4630
C -2.4350 -2.0928 0.7915
C 2.1146 1.5646 3.5382
H -1.8873 -3.1208 4.0164
H -1.2261 4.6632 -1.2306
H 4.2527 4.3794 -0.0390
H 5.0030 0.1644 -0.7902
H -3.2309 2.9208 1.4791
H 2.3660 -3.4678 2.5254
H 1.8013 1.6369 4.5784
H 1.9305 3.7965 -5.6765
H 2.5363 4.7520 0.0999
H -3.2540 1.8670 6.4893
H -2.5692 -2.2349 1.8567
H -2.7194 0.2308 6.9313
H -3.2545 -2.4915 0.2096
H 3.2730 4.7651 -2.2936
H 2.4884 2.5206 3.1785
H -1.5106 1.4999 6.6222
H 3.8404 3.1083 -2.1582
H 0.6043 2.7204 -3.9573
H 2.0246 -3.2865 0.7924
H 2.8792 0.7942 3.4472
H -0.9239 6.5426 2.5892
H -0.1632 5.8483 1.1303
H 4.5728 -0.5686 0.7742
H 1.6492 5.0317 -4.4470
H 2.2266 2.0725 -3.8607
H 3.8323 0.9668 0.2843
H -4.9672 3.2029 1.7372
H -4.2197 1.7068 2.3399
H 3.0813 3.0982 0.2826
H 3.4091 -2.4410 1.4991
H 3.2132 4.2202 -4.5539
H -1.9270 6.1574 1.1737
H -2.9782 -3.7738 5.2540
H -3.3300 -2.1860 4.5462

Löwdin atomic charge list, values in e, 2 entries: 0.816 0.800

=====

Here is a structure of composition C25H34AsBrFINOPdSi from the Open Molecules 2025 dataset. Energies are from ωB97M-V/def2-TZVPD.

Values from the calculation:
**Frontier orbital gap (spin up / spin down)**: 0.1763 / 0.1772 Ha
**ΔE to the lowest compared entry with this formula, charge and spin**: 30.7 kcal/mol
**E_HOMO (spin up / spin down)**: -9.902 / -9.910 eV
**LUMO energy (spin up / spin down)**: -5.1 / -5.1 eV
**Total charge**: +1

Positions of all 67 atoms, in Å:
I 0.9623 1.3026 1.4247
Pd 0.5224 -1.1918 0.0621
Br 0.4834 3.4142 -1.3219
As -1.7115 -0.6945 -0.7015
Si 3.1977 -1.5727 -1.0013
F 0.8054 -2.1104 2.8295
O -0.3204 -3.6256 -0.0541
N 2.4617 -1.6387 0.5882
C 5.0716 -1.4827 -1.0775
C -2.9945 -2.1278 -0.9797
C -1.8563 0.2900 -2.4162
C 3.9317 -1.6602 4.5027
C -0.2121 3.7598 2.7721
C 4.3204 -1.5162 2.1317
C 2.9334 -1.6703 1.8419
C -5.5075 2.5132 -2.7899
C -0.8282 5.8454 1.7536
C 0.1574 3.2680 1.5302
C 4.7942 -1.4962 3.4188
C 2.1073 -1.8725 2.9967
C -0.4778 5.3502 0.5083
C 0.0183 4.0597 0.3960
C 2.5743 -1.8703 4.2815
C -3.1995 2.3878 -2.1286
C -2.7620 0.4167 0.5073
C -4.2670 0.4790 -3.1085
C -3.1295 1.0640 -2.5570
C 2.4966 -3.0803 -1.9109
C -4.3777 3.1076 -2.2461
C -5.4476 1.1974 -3.2251
C -0.3312 -4.4571 1.1133
C -0.6991 5.0518 2.8834
C 2.5137 -0.0349 -1.8791
H 3.0217 -3.2372 -2.8558
H 5.3794 -1.4227 -2.1231
H -0.9931 0.9529 -2.4847
H -0.8175 -3.8926 1.9030
H -2.2983 1.3906 0.6593
H -1.2015 6.8569 1.8384
H -4.4145 4.1378 -1.9154
H -6.3216 0.7314 -3.6615
H -0.8971 -5.3722 0.9317
H -2.8339 -0.0928 1.4680
H 2.5942 -3.9976 -1.3255
H 5.4444 -0.5883 -0.5743
H 0.0899 -4.1202 -0.7691
H 1.4241 -0.0453 -1.9788
H 5.8519 -1.3502 3.5911
H -0.9800 5.4357 3.8545
H 1.8850 -2.0354 5.0982
H -6.4265 3.0760 -2.8847
H -2.6687 -2.7739 -1.7930
H 4.9976 -1.3891 1.2985
H 2.7976 0.8929 -1.3788
H -2.3152 2.8609 -1.7142
H 5.5540 -2.3590 -0.6399
H -3.9736 -1.7120 -1.2135
H 1.4438 -2.9114 -2.1453
H 2.9308 -0.0115 -2.8899
H 4.3147 -1.6290 5.5128
H -3.7598 0.5618 0.0958
H -3.0607 -2.7258 -0.0729
H -0.5841 5.9547 -0.3816
H -0.1120 3.1332 3.6483
H 0.6840 -4.7144 1.4243
H -4.2173 -0.5429 -3.4684
H -1.7673 -0.4664 -3.1979

Löwdin atomic charge list, values in e, 2 entries: 1.142 0.428

=====

Here is a structure of composition C25H34BN6W from the Open Molecules 2025 dataset. Energies are from ωB97M-V/def2-TZVPD.

Values from the calculation:
**Frontier orbital gap**: 0.1691 Ha
**E_HOMO**: -16.446 eV
**LUMO energy**: -11.8 eV
**Total charge**: +3

Positions of all 67 atoms, in Å:
W 0.0331 0.0129 0.0107
N 0.3060 1.9931 0.3656
N 0.8442 0.7382 -2.4925
N 1.8436 -0.6585 0.0086
N 2.6413 0.1736 -0.7903
N -0.1800 -0.0205 -1.9010
N 1.3082 2.3421 -0.5581
C 3.9185 -1.4530 0.0404
C -2.7128 0.2796 1.0755
C 1.5510 3.6572 -0.4251
C -1.0332 -0.4087 2.8459
C 2.1404 -2.7769 1.3536
C -2.1170 -1.4481 -2.6919
C 0.7219 4.1673 0.5703
C -3.1592 -4.1682 3.2396
C -0.0436 3.1284 1.0442
C 1.6337 1.3298 -4.7617
C -0.4040 -0.1546 -4.1096
C 3.8881 -0.2970 -0.7665
C -1.9746 -0.9078 1.7247
C -5.0873 -2.7785 2.8812
C -1.1027 3.1771 2.0854
C -0.9334 -0.5864 -2.9299
C 2.5570 4.3925 -1.2356
C 2.6519 -1.6801 0.4948
C -4.2789 -1.7884 2.3353
C -1.0125 -1.3636 0.6358
C -4.5302 -3.9653 3.3323
C -2.3516 -3.1797 2.7056
C 0.7124 0.6566 -3.8150
C -2.9050 -1.9823 2.2528
C 5.0057 0.3430 -1.5016
B 1.9678 1.3522 -1.5790
H -0.9181 -2.3989 0.2890
H -3.0080 -0.9683 -3.0995
H -0.5371 -1.2355 3.3516
H 5.9350 -0.1836 -1.3028
H 3.5534 3.9724 -1.0994
H 2.3070 4.3588 -2.2960
H -5.1611 -4.7334 3.7574
H -1.2003 2.2375 2.6204
H 2.6360 0.9057 -4.6826
H -2.7250 -5.0945 3.5897
H 0.6947 5.1914 0.9028
H -0.1967 0.2400 2.4667
H 2.0270 -3.6853 0.7581
H 4.7937 -2.0420 0.2602
H -6.1539 -2.6167 2.9501
H -0.7684 -0.3800 -5.0986
H -0.8681 3.9554 2.8089
H 2.8576 -2.9884 2.1455
H 1.2844 1.1983 -5.7821
H 1.6926 2.3961 -4.5431
H 2.5811 5.4337 -0.9251
H -2.2925 -1.6449 -1.6365
H -1.9892 -2.3992 -3.2096
H -3.4296 -0.0482 0.3242
H -1.5725 0.1955 3.5762
H -2.0410 0.9922 0.5197
H -2.0628 3.4299 1.6300
H -4.7498 -0.8757 1.9943
H 4.8187 0.3222 -2.5760
H -1.2800 -3.3525 2.6539
H -3.1940 0.9206 1.8143
H 5.1187 1.3822 -1.1912
H 2.7646 1.9256 -2.2313
H 1.1850 -2.5362 1.8160

Löwdin atomic charge list, values in e, 2 entries: 1.802 -0.090

=====

Here is a structure of composition C25H34CdINO2SSi from the Open Molecules 2025 dataset. Energies are from ωB97M-V/def2-TZVPD.

Values from the calculation:
**Frontier orbital gap**: 0.1817 Ha
**ΔE to the lowest compared entry with this formula, charge and spin**: 0.0 kcal/mol
**E_HOMO**: -0.527 eV
**LUMO energy**: 4.4 eV
**Total charge**: -2

Positions of all 66 atoms, in Å:
I 1.1788 -1.9100 2.2830
Cd 0.0349 -0.0164 -0.0313
S -1.1844 -3.5214 0.1298
Si 3.5212 1.0374 0.1215
O 2.2056 0.3707 -0.4553
O 0.2720 -3.6819 -0.2556
N -0.9258 -0.3586 -1.9062
C 4.2769 2.2682 -1.1184
C 0.9642 -1.3534 -3.1930
C 0.1631 1.9305 4.1657
C -0.2712 1.1061 1.8588
C -2.8219 -1.5275 0.5563
C -5.4636 -0.0765 -1.7038
C 1.5671 -0.3852 4.8054
C 0.9989 -0.2607 3.5664
C 1.4555 0.6490 5.7577
C -3.8894 -0.7717 0.1458
C -0.5561 3.1144 3.8747
C -1.9934 -4.6767 -1.0188
C -1.8702 -2.0352 -0.3594
C 3.3096 2.0122 1.7287
C -1.8418 -1.5047 -1.7801
C 0.2838 0.9172 3.1674
C 4.8836 -0.2368 0.4751
C -1.0483 -0.4562 -4.3892
C -0.1573 -0.2961 -3.1434
C 0.4890 1.0896 -3.2193
C -0.9706 2.2812 1.6598
C -1.1243 3.2783 2.6460
C 0.7581 1.7761 5.4437
C -4.1469 -0.6677 -1.2661
C -3.2514 -1.1170 -2.1707
H 0.5637 -2.3617 -3.0621
H -4.5839 -0.3472 0.8628
H -0.6438 3.8745 4.6447
H 0.6495 2.5807 6.1642
H -1.6261 -5.6819 -0.8077
H 4.2268 2.5530 1.9883
H 1.0798 1.1971 -4.1373
H -6.3129 -0.5940 -1.2443
H 1.1546 1.2405 -2.3671
H -2.7029 -1.7715 1.6099
H 4.5309 -0.9594 1.2162
H -0.2902 1.8572 -3.2097
H 1.4996 -1.3225 -4.1523
H 5.1288 -0.7940 -0.4335
H 3.5704 3.0795 -1.3177
H -3.5032 -1.0964 -3.2286
H -1.7273 -4.3917 -2.0364
H 5.8003 0.2286 0.8547
H -1.4286 2.4666 0.6922
H 1.6737 -1.1637 -2.3854
H -1.4932 -2.3149 -2.4410
H -5.5330 0.9757 -1.4061
H -3.0717 -4.6124 -0.8745
H -1.8560 0.2786 -4.3590
H 3.0624 1.3492 2.5621
H -1.6843 4.1807 2.4201
H 2.4939 2.7360 1.6418
H -0.4604 -0.3084 -5.3023
H -5.5741 -0.1250 -2.7893
H 2.1032 -1.2904 5.0590
H 5.2130 2.7087 -0.7580
H 4.4740 1.7682 -2.0711
H -1.4953 -1.4524 -4.4397
H 1.9168 0.5351 6.7322

Löwdin atomic charge list, values in e, 2 entries: 1.012 1.309

=====

Here is a structure of composition C25H34IO2STi from the Open Molecules 2025 dataset. Energies are from ωB97M-V/def2-TZVPD.

Values from the calculation:
**Frontier orbital gap (spin up / spin down)**: 0.1528 / 0.1541 Ha
**ΔE to the lowest compared entry with this formula, charge and spin**: 82.7 kcal/mol
**2S+1**: 2
**E_HOMO (spin up / spin down)**: 0.198 / 0.155 eV
**LUMO energy (spin up / spin down)**: 4.4 / 4.3 eV
**Total charge**: -2

Positions of all 64 atoms, in Å:
I -3.2936 3.5111 -0.6699
Ti -1.4121 -0.2018 -0.3859
S 0.4411 -2.1139 0.1356
O -3.9474 -1.8960 -0.2634
O -2.3125 -1.2736 1.1291
C 3.0216 2.5163 -0.4061
C 1.0797 -0.2388 -3.2589
C 1.0474 2.6560 1.1437
C -2.8724 -2.0940 0.3056
C -2.3108 -5.7890 -0.1718
C 2.5071 0.7322 1.3174
C -2.0971 -3.3844 0.0922
C -0.1411 -4.7484 -0.0248
C -1.0000 2.8865 2.5899
C -2.9600 1.4293 0.0575
C -0.2583 0.3349 3.8822
C -2.8743 -4.5297 -0.0620
C -0.3063 0.4267 -3.2739
C 2.1816 -1.0015 3.0990
C 0.6600 3.9602 0.4936
C 2.1761 1.9508 0.7102
C -0.8299 0.4067 -4.7170
C -0.1416 1.8886 -2.8438
C 0.2399 2.1372 2.1691
C 3.6225 -0.1414 0.7970
C 1.7610 0.2662 2.4054
C -0.9220 -5.8813 -0.1427
C -1.2509 -0.2895 -2.3224
C -0.6841 -3.4548 0.0881
C 0.6050 0.9433 2.8047
H 0.1621 1.9498 -1.7923
H 0.9394 -4.8313 -0.0328
H -1.0890 2.4251 -2.9109
H -1.0724 0.9891 4.1810
H 4.5575 -0.0116 1.3547
H -1.8199 2.2096 2.8186
H 1.3996 4.3045 -0.2238
H -0.8134 3.5009 3.4782
H 0.3199 0.1092 4.7812
H 0.9976 -1.2961 -3.5153
H -0.4351 -6.8488 -0.2287
H -1.8311 0.8399 -4.7603
H -3.9484 -4.3925 -0.0968
H -0.2880 3.8684 -0.0393
H 1.5131 -0.2061 -2.2563
H 2.4898 2.5056 -1.3602
H -3.2529 1.5733 1.1029
H 0.6160 2.4080 -3.4454
H 3.2680 -1.0901 3.1312
H 0.5226 4.7501 1.2371
H 1.8191 -1.0454 4.1229
H -0.7027 -0.5977 3.5264
H 3.2995 3.5541 -0.2070
H -2.9300 -6.6719 -0.2824
H -3.8303 0.9620 -0.4267
H -1.3664 3.5374 1.8012
H -1.8632 -1.0486 -2.8468
H -0.8956 -0.6221 -5.0775
H -0.1760 0.9687 -5.3954
H 1.7843 -1.8684 2.5660
H 3.9483 1.9660 -0.5436
H 3.3373 -1.1903 0.8681
H 3.8326 0.0444 -0.2523
H 1.7793 0.2470 -3.9535

Löwdin atomic charge list, values in e, 2 entries: 0.447 0.686

=====

Here is a structure of composition C25H34N4O3 from the Open Molecules 2025 dataset. Energies are from ωB97M-V/def2-TZVPD.

Values from the calculation:
**Frontier orbital gap**: 0.2841 Ha
**ΔE to the lowest compared entry with this formula, charge and spin**: 523.8 kcal/mol
**E_HOMO**: -7.508 eV
**LUMO energy**: 0.2 eV

Positions of all 66 atoms, in Å:
O 5.4478 -0.5916 -0.3638
O 4.3382 1.4207 0.3335
O -0.3692 0.2378 -3.1417
N -0.7708 0.8939 -0.8643
N -3.8190 2.3946 -0.6008
N -2.7732 2.1814 -0.0346
N -0.2513 0.7622 1.9125
C 2.1938 1.0231 -0.9449
C 3.5093 0.9028 -0.4421
C -4.0299 -4.2882 0.4363
C 2.1270 -0.9531 -2.1108
C 2.4055 -1.7315 2.0920
C -4.0497 1.9977 -2.0224
C 4.0496 -0.5134 -0.9832
C -3.3791 -2.1002 -0.8125
C 1.4388 0.1047 -1.7320
C -2.9463 1.2158 -2.0058
C -0.5866 -2.6731 0.2533
C -1.5065 0.2065 2.1839
C -0.7569 2.9869 1.2577
C -2.5737 1.4737 2.2841
C 0.8337 -0.0856 2.2372
C 3.3931 -1.4368 -1.8460
C 5.4388 0.7594 0.3723
C 0.1633 2.0552 2.1438
C 1.1771 -1.4008 1.5640
C -2.3312 2.5739 1.0278
C -0.0597 -2.5487 1.8070
C -2.0100 1.4584 -1.0703
C -1.6811 -3.4397 0.3791
C 0.0819 0.3472 -1.9142
C -2.8989 -3.3179 -0.0903
H -0.1625 0.8526 -0.0271
H 3.8486 -2.3269 -2.1946
H -4.4409 -4.7759 -0.8897
H -0.9788 -1.7684 -0.0988
H -2.7559 -1.7753 -1.4029
H -1.6346 -4.3407 0.9929
H -0.8139 4.1447 1.5863
H 0.4355 -3.3497 1.8484
H -4.9630 1.7407 -2.3127
H -2.8012 3.4633 1.1809
H 0.9516 2.5099 1.9787
H -0.7783 -2.1210 2.2812
H -4.2402 -2.4476 -1.5178
H -0.1496 2.5045 3.0626
H 5.7345 0.2831 1.3286
H 3.2892 -1.3857 1.8563
H 0.6378 -0.2370 3.6161
H -3.7092 -1.3599 -0.2100
H -0.3865 3.2167 0.1664
H 2.6273 -2.7168 1.3954
H 1.1947 -1.0641 0.5820
H 1.7158 1.9378 -0.1276
H 1.7505 0.4439 2.3184
H -2.6548 0.8040 -3.1226
H 0.1108 -3.2791 -0.5491
H -3.5785 1.1828 2.2164
H -4.9801 -3.7536 0.5218
H 1.4229 -1.5706 -2.8611
H -2.3678 2.1308 3.1086
H -3.8253 -5.0933 0.8959
H -1.4841 -0.2264 3.2047
H 2.4109 -2.1221 3.1599
H -1.7566 -0.4162 1.4931
H 6.2223 1.3233 0.0926

Löwdin atomic charge list, values in e, 2 entries: -0.048 0.108

=====

Here is an isolated molecule of C25H34N4O5S from the Open Molecules 2025 dataset. Energies are from ωB97M-V/def2-TZVPD.

Values from the calculation:
**Structure (SMILES)**: CCN1CCC[C@@H]1CNC(=O)c1ccc(N2CCOCC2)c(NS(=O)(=O)c2ccc(OC)cc2)c1
**Frontier orbital gap**: 0.3068 Ha
**ΔE to the lowest compared entry with this formula, charge and spin**: 6.6 kcal/mol
**E_HOMO**: -7.915 eV
**LUMO energy**: 0.4 eV

Positions of all 69 atoms, in Å:
S -3.8436 -0.8414 1.9541
O -0.5910 -3.8667 -1.8615
O -5.9652 2.4476 -1.1785
O -3.9004 -1.3241 3.3044
O -5.0681 -0.4179 1.3470
O 2.2118 -1.6246 -0.2263
N -2.7487 0.4813 2.0320
N 2.3682 -0.2940 1.6027
N -3.4485 1.3039 -0.5725
N 4.0695 1.0243 -0.0958
C 3.7832 -0.5061 1.7776
C -3.9646 2.4247 0.1951
C -0.4960 0.0785 1.2594
C -1.2499 0.5962 -1.3381
C 6.0843 0.3403 1.0670
C 0.7238 -4.2788 -1.5311
C -1.3525 -3.3061 -0.9058
C 4.8853 0.2575 -1.0201
C -3.9633 1.2988 -1.9253
C -5.4930 2.4297 0.1525
C -3.3632 -2.0562 -0.4514
C 2.7060 3.0287 0.2576
C -1.7864 0.5088 1.0015
C -2.1775 0.8370 -0.3162
C 3.9699 2.4451 -0.3699
C -1.0221 -3.2626 0.4502
C 0.4088 -0.1563 0.2297
C 1.7473 -0.7468 0.4815
C -5.4952 1.3136 -1.8609
C 6.3118 0.2787 -0.4488
C 4.5830 0.6921 1.2248
C -0.0019 0.0720 -1.0779
C -2.5574 -2.7348 -1.3377
C -2.9939 -1.9771 0.8792
C -1.8471 -2.5953 1.3359
H 4.4934 -0.7634 -1.0372
H 0.6843 -0.1382 -1.8835
H 1.9973 0.5492 2.0140
H -1.5130 0.8210 -2.3587
H 1.8373 2.4609 -0.0680
H 0.7126 -5.1245 -0.8377
H -5.8404 0.4039 -1.3480
H -5.8839 3.3300 0.6291
H -2.3254 0.4319 2.9497
H -4.2742 -1.5728 -0.7643
H 6.8849 -0.5955 -0.7494
H 6.8378 1.1693 -0.7957
H 4.0088 -0.6557 2.8370
H -0.2250 -0.1566 2.2802
H -2.8119 -2.8120 -2.3827
H 3.9054 2.5696 -1.4530
H 2.5847 4.0651 -0.0471
H -3.5874 3.3665 -0.2374
H -5.8624 1.5362 0.6707
H 6.7133 1.0964 1.5354
H 4.8511 3.0072 -0.0167
H 4.4397 1.5413 1.9000
H -1.6071 -2.5462 2.3866
H -0.1139 -3.7162 0.8108
H 1.1716 -4.5937 -2.4718
H 2.7548 2.9982 1.3440
H 4.8239 0.6649 -2.0282
H 1.3014 -3.4519 -1.1077
H -3.6331 2.3414 1.2275
H -3.6376 0.3924 -2.4371
H -5.9188 1.3562 -2.8665
H 6.2995 -0.6164 1.5409
H 4.0312 -1.4103 1.2200
H -3.6221 2.1821 -2.4895

Löwdin atomic charge list, values in e, 2 entries: 0.699 -0.064

=====

Number 1: energy -12943.91674 Eh. Number 2: energy -6727.53105 Eh. Number 3: energy -1392.53666 Eh. Number 4: energy -2331.39865 Eh. Number 5: energy -2668.84394 Eh. Number 6: energy -1416.92681 Eh. Number 7: energy -1966.43560 Eh.